No. 1
Molecular formula: C12H4Br2IN3O2
Method: DFT, ωB97M-V with the def2-TZVPD basis set

```
24
Properties=species:S:1:pos:R:3:forces:R:3:lowdin_charge:R:1
N 4.59610 -1.18035 3.28612 -2.50 -3.34 -9.47 0.20
Br -5.27719 2.20651 -1.62836 0.52 -0.19 0.51 0.72
Br -4.10143 3.90122 1.22821 0.24 -0.82 -0.46 0.71
I 3.42257 -3.95725 -1.66300 -0.85 1.55 0.83 0.75
N 3.94935 -1.99514 0.97857 2.46 0.37 3.53 0.07
N 4.27017 -1.56727 2.14497 0.90 2.44 5.64 -0.15
O -0.79336 -0.46166 -1.48552 -0.79 0.37 0.34 0.07
O 0.12701 0.86124 0.90353 -0.98 0.33 -0.08 0.08
C -2.85982 0.76053 -1.33298 1.31 -1.01 0.57 -0.04
C -1.95346 2.04461 0.99611 -0.50 -0.36 -0.86 -0.04
C 1.20092 -1.75460 -1.47805 0.07 -0.51 1.20 -0.05
C 2.07710 -0.44348 0.83112 -0.49 0.03 -0.32 0.06
C -3.66552 1.70261 -0.71460 0.19 1.16 0.20 -0.68
C -3.18978 2.40882 0.42207 0.29 -0.54 0.03 -0.67
C 2.35091 -2.21616 -0.80300 0.56 0.19 -0.77 -0.54
C 2.83432 -1.50082 0.31995 -1.41 -0.48 -0.40 -0.33
C -1.60034 0.41540 -0.76486 -0.58 0.83 -0.36 -0.13
C -1.15076 1.07411 0.39671 -0.26 -0.14 -0.80 -0.15
C 0.38609 -0.79546 -0.88358 1.22 0.75 0.83 -0.17
C 0.84738 -0.10365 0.27163 0.62 -1.23 -0.62 -0.17
H -3.15368 0.23801 -2.25442 0.06 0.40 0.52 0.13
H -1.58174 2.52017 1.88490 0.02 0.27 0.13 0.11
H 0.83368 -2.24224 -2.36736 0.07 -0.08 -0.09 0.11
H 2.43151 0.08479 1.71182 -0.18 0.00 -0.09 0.12
```
Forces are in eV/Å.

Summary:
Highest occupied orbital energy, hartree: -0.302
LUMO energy, eV: -0.237
Total charge: 0


No. 2
Molecular formula: C12H4Cl5N2O4Pt
Method: DFT, ωB97M-V with the def2-TZVPD basis set

```
28
Properties=species:S:1:pos:R:3:forces:R:3:lowdin_charge:R:1
Pt -0.72786 0.54601 0.66684 -1.02 0.31 0.47 0.94
O 2.20729 -2.15854 1.43166 -0.01 -0.05 0.01 0.05
C 1.35785 -1.28537 1.39655 0.25 -0.09 0.02 -0.60
O 0.46147 -1.12928 0.48326 -0.06 0.06 0.01 -0.24
C 1.27798 -0.29573 2.54567 0.16 0.16 -0.11 -0.18
C 1.84114 -0.51397 3.79402 0.03 -0.11 -0.29 0.00
C 1.52274 0.35425 4.81690 -0.05 0.13 0.17 -0.06
C 0.60533 1.37451 4.58801 0.05 -0.03 0.16 -0.06
C 0.07458 1.52042 3.32620 -1.46 0.91 -0.64 -0.16
N 0.48860 0.75400 2.30689 0.05 -0.38 0.59 -0.09
H 2.47465 -1.37772 3.93629 0.00 -0.01 -0.06 0.12
H 1.92496 0.19809 5.81001 0.04 0.04 -0.01 0.10
H 0.27361 2.01355 5.39437 -0.05 0.00 -0.02 0.10
H -0.84254 2.16164 3.02788 2.14 -0.74 1.11 0.05
O -3.61256 1.98333 0.81093 -1.01 -0.15 0.02 -0.29
N 0.12838 4.09718 0.84504 0.56 1.39 0.15 -0.18
O 1.15044 3.67580 0.52919 0.55 -0.40 -0.20 -0.09
Cl -1.45248 -2.09896 -1.38994 -0.09 0.04 -0.14 0.68
C -2.78383 -1.12753 -0.84567 0.08 0.14 -0.24 -0.70
C -2.52087 0.09826 -0.22839 0.25 -0.79 -0.07 -0.29
C -3.67010 0.82455 0.18387 0.26 0.14 -0.01 -0.48
Cl -1.59266 2.60592 1.08461 -0.71 -0.59 -0.81 0.53
C -4.96704 0.32024 -0.02453 0.21 0.05 -0.05 -0.63
Cl -6.30578 1.25399 0.55201 -0.04 0.01 -0.01 0.68
C -5.16100 -0.89891 -0.64842 -0.15 -0.06 -0.04 -0.72
Cl -6.76834 -1.49852 -0.88215 0.03 0.01 -0.01 0.63
C -4.06619 -1.63134 -1.07942 0.00 0.00 -0.03 -0.73
Cl -4.30920 -3.13866 -1.89909 -0.01 0.00 0.03 0.62
```
Forces are in eV/Å.

Summary:
Highest occupied orbital energy (alpha / beta), hartree: -0.184 / -0.180
LUMO energy (alpha / beta), eV: 2.370 / 1.534
Total charge: -1
Spin multiplicity: 3


No. 3
Molecular formula: C12H52N2O22PS
Method: DFT, ωB97M-V with the def2-TZVPD basis set

```
90
Properties=species:S:1:pos:R:3:forces:R:3:lowdin_charge:R:1
N 0.78476 -3.93789 0.61075 -0.49 0.06 0.30 -0.28
P -0.22083 -2.72544 0.43795 1.91 -1.20 -0.46 0.76
N 0.24482 -1.65156 -0.77006 -1.57 0.87 0.90 -0.21
C 1.22610 -0.66149 -0.28761 0.71 -0.38 0.07 -0.22
C 2.50419 -1.36331 0.22352 -0.53 0.85 -0.49 -0.19
C 3.76911 -0.54273 -0.02280 0.15 -0.70 0.13 -0.21
S 3.94944 0.87478 1.01225 -0.30 0.23 0.49 0.63
O 2.71846 1.56290 1.24740 -0.09 0.09 -0.45 -0.26
O 4.72327 0.53720 2.17046 0.46 -0.21 -0.11 -0.29
O 4.87269 1.85864 0.11963 -0.29 -0.05 0.17 -0.17
C -0.82281 -0.97352 -1.58063 0.49 -0.68 -0.42 -0.25
C -2.18893 -0.75866 -0.94000 -0.12 0.73 -0.10 -0.12
C -2.15893 0.09119 0.31461 -0.12 -1.08 -0.82 -0.24
C -1.57505 1.33897 0.29172 0.10 -0.13 -0.39 -0.04
C -1.57287 2.09965 1.43639 0.35 0.40 -0.63 -0.08
C -2.16698 1.61246 2.57266 0.03 0.73 1.28 -0.11
C -2.75874 0.37770 2.60711 -0.23 -0.76 0.04 -0.08
C -2.74466 -0.39120 1.45981 -0.18 -0.10 0.27 -0.06
C -0.94941 -1.67292 -2.96321 0.03 -0.24 -0.39 -0.68
O -1.53993 -0.97138 -3.83309 -0.04 0.29 -0.29 -0.08
O -0.45308 -2.79384 -3.11702 -0.07 -0.12 0.24 -0.02
H 1.54035 -3.89449 -0.05821 0.03 -0.22 0.05 -0.03
H -0.22211 -1.99413 1.64881 -0.71 0.12 -0.13 0.02
H -1.47608 -3.30458 0.20096 -0.38 0.87 0.02 0.03
H 1.51053 -0.07304 -1.15332 -0.06 0.01 0.08 0.08
H 0.84538 0.03020 0.46624 -0.23 -0.07 0.07 0.11
H 2.63306 -2.22050 -0.42917 0.10 -0.32 0.25 0.11
H 2.39922 -1.65848 1.26461 0.17 -0.28 0.02 0.09
H 3.85571 -0.27551 -1.07129 -0.17 0.41 -0.04 0.10
H 4.61596 -1.18265 0.22619 0.26 0.19 0.06 0.10
H 4.25357 2.49520 -0.27607 0.16 -0.06 -0.15 0.10
H -0.42578 0.01493 -1.79958 0.00 0.12 -0.03 0.12
H -2.75468 -1.67294 -0.77675 0.14 -0.22 0.07 0.10
H -2.76183 -0.19467 -1.67829 0.01 -0.12 -0.22 0.13
H -1.13085 1.66899 -0.63741 0.04 0.28 0.21 0.09
H -1.09742 3.06842 1.40592 -0.02 0.17 0.17 0.08
H -2.14765 2.21500 3.47411 -0.03 0.02 0.04 0.10
H -3.21831 -0.03647 3.49334 0.09 0.30 0.07 0.07
H -3.19910 -1.37186 1.44862 -0.07 -0.12 0.05 0.11
O -4.79422 -0.54420 4.96020 -0.40 -0.08 0.11 -0.05
H -5.25741 -0.11072 5.68518 0.07 0.01 0.01 0.05
H -5.13881 -1.44536 4.95529 0.14 -0.03 0.00 0.05
O -0.68934 -6.62673 -0.42019 -0.25 0.09 0.08 -0.09
H -0.57930 -6.62301 -1.37581 -0.07 0.01 0.00 0.03
H -0.47811 -5.71315 -0.16484 0.53 0.11 0.15 -0.02
O 6.54800 -1.76851 2.22393 -0.11 0.00 0.09 -0.06
H 5.86359 -1.13895 2.49435 0.14 0.26 -0.10 0.00
H 7.27413 -1.21838 1.91556 -0.06 -0.04 -0.03 0.04
O -0.21366 3.18595 -1.85497 0.32 0.05 0.07 -0.05
H -0.05974 3.14711 -2.80535 -0.17 -0.07 -0.05 0.03
H 0.00194 4.09348 -1.62143 -0.14 0.02 -0.01 0.02
O 2.28503 1.03566 -2.68298 0.33 0.08 0.00 -0.07
H 2.80502 1.55041 -3.31191 -0.24 0.07 -0.01 0.02
H 1.43860 0.90536 -3.13264 0.09 -0.02 -0.26 0.01
O -6.75761 -0.76776 2.52623 -0.13 -0.10 0.18 -0.06
H -7.65186 -0.90422 2.86061 -0.07 0.09 -0.08 -0.01
H -6.25327 -0.46147 3.28975 0.19 0.08 -0.10 0.00
O -2.18128 -5.84276 2.33437 -0.14 -0.01 0.03 -0.07
H -2.31559 -6.56450 2.95472 0.05 0.01 -0.03 0.02
H -1.93788 -6.27284 1.50526 0.13 -0.02 -0.11 0.00
O 0.17635 5.44661 1.17858 0.15 0.17 0.03 -0.05
H 0.15360 5.51955 2.13948 -0.08 -0.07 -0.01 0.06
H 0.93622 4.87952 1.00286 -0.05 -0.07 -0.02 0.05
O 1.26102 -2.61487 3.68101 0.15 -0.20 -0.08 -0.09
H 1.64598 -3.15118 4.38187 -0.09 -0.01 0.02 0.03
H 0.98735 -3.26325 3.00841 0.15 0.02 -0.14 0.00
O 4.27810 -3.63615 2.85244 0.07 0.39 0.06 -0.06
H 3.56551 -3.03497 3.09851 -0.32 -0.13 -0.06 0.00
H 4.98504 -3.03126 2.59073 0.20 -0.37 -0.04 -0.01
O 2.75381 3.68041 -3.99135 0.17 0.16 -0.07 -0.04
H 2.21179 4.35841 -3.57499 -0.07 -0.10 0.04 0.04
H 3.42267 4.17008 -4.48105 -0.02 -0.04 -0.02 0.04
O -2.23362 -1.13141 -7.05375 0.07 0.08 0.10 -0.08
H -2.21855 -1.09710 -6.08259 0.05 -0.03 0.15 0.01
H -1.47547 -1.68195 -7.26795 -0.03 -0.07 0.05 0.02
O -1.19039 5.18038 -3.60980 0.05 0.30 -0.19 -0.05
H -1.99334 5.41317 -3.13246 0.01 -0.16 0.05 0.05
H -1.34745 5.47437 -4.51288 0.00 -0.05 0.01 0.04
O -9.72538 -1.54466 2.50310 0.00 -0.14 -0.04 -0.05
H -9.40319 -2.14680 1.82292 0.05 0.05 0.00 0.05
H -10.68330 -1.58472 2.42933 0.02 0.06 0.04 0.04
O 7.74708 2.03176 -0.67213 0.03 0.02 0.15 -0.06
H 6.91157 1.95212 -0.19337 -0.05 -0.01 -0.11 -0.01
H 8.38602 2.28824 -0.00056 0.01 0.00 -0.04 0.03
O 0.43715 0.67034 -5.08114 0.35 0.13 -0.15 -0.06
H 0.45822 0.75685 -6.03789 0.00 0.05 0.03 0.03
H -0.03277 -0.16209 -4.91993 -0.57 -0.07 0.39 0.01
O -0.15712 8.45440 1.28334 0.01 0.01 -0.08 -0.07
H -0.64542 8.82556 0.54295 -0.01 0.01 0.04 0.03
H 0.01968 7.54027 1.02241 0.01 -0.12 0.02 -0.01
```
Forces are in eV/Å.

Summary:
Highest occupied orbital energy, hartree: -0.198
LUMO energy, eV: 1.513
Total charge: -1


No. 4
Molecular formula: C12H56O16
Method: DFT, ωB97M-V with the def2-TZVPD basis set

```
84
Properties=species:S:1:pos:R:3:forces:R:3:lowdin_charge:R:1
C 0.08373 -1.93448 -4.92988 -0.42 -0.59 -0.23 -0.06
C 0.82567 -1.82635 -3.61446 0.40 -0.10 0.86 -0.26
O 0.90460 -0.48154 -3.11735 0.54 0.70 0.16 -0.16
H -0.34402 -2.95994 -5.07442 0.57 0.71 0.18 0.09
H 0.69753 -1.68866 -5.79446 0.22 -0.09 0.06 0.08
H -0.76279 -1.26350 -4.98288 -0.27 0.26 0.30 0.07
H 1.84936 -2.20539 -3.68811 -0.10 -0.13 -0.14 0.13
H 0.34139 -2.35300 -2.79518 -0.10 -0.55 -0.35 0.08
H 1.62300 -0.40128 -2.42718 -0.44 -0.33 -0.63 0.07
C 0.66762 1.41754 4.89984 0.39 0.06 0.43 -0.08
C 1.23363 0.34045 5.84059 0.60 0.73 -0.90 -0.31
O 1.08818 -0.86480 5.10054 -0.26 -0.71 0.39 -0.10
H 0.65802 2.44280 5.33552 -0.01 -0.74 -0.24 0.08
H -0.35584 1.07248 4.68288 0.32 0.50 -0.25 0.07
H 1.30071 1.42335 3.97902 -0.71 0.01 0.61 0.07
H 0.81295 0.32849 6.83565 -0.79 -0.21 0.11 0.11
H 2.29193 0.48431 6.03166 0.40 0.24 -0.14 0.10
H 0.78704 -1.57741 5.67710 0.03 0.08 -0.16 0.09
C -0.12206 1.51995 1.26257 0.83 -2.31 1.35 -0.08
C 0.23878 1.69721 -0.14351 1.08 0.41 -2.04 -0.28
O 1.64190 2.05452 -0.30800 -0.58 0.07 1.50 -0.11
H 0.47688 0.65630 1.71853 -0.98 0.98 -0.56 0.09
H -1.17853 1.32243 1.33398 -0.47 -0.42 0.05 0.07
H 0.03918 2.36038 1.89188 0.41 1.07 0.29 0.07
H -0.34269 2.50706 -0.58826 -0.24 0.00 -0.15 0.10
H 0.11643 0.80475 -0.78335 -0.47 0.13 0.63 0.11
H 1.86202 1.87368 -1.21590 0.53 0.03 -0.93 0.02
C -4.19260 1.49349 -0.59263 -0.22 0.14 1.51 -0.08
C -5.73844 1.52801 -0.39591 2.46 -0.33 -0.17 -0.32
O -6.35016 0.41171 -0.96780 -0.53 -0.71 -0.29 -0.07
H -3.89992 1.31323 -1.61829 0.05 -0.31 -0.19 0.05
H -3.70325 0.79048 0.12703 -0.47 0.04 -0.94 0.08
H -3.75535 2.44931 -0.29479 -0.16 0.24 -0.17 0.07
H -6.10066 2.45126 -0.78396 -0.59 0.76 -0.57 0.09
H -5.91156 1.53287 0.66351 -0.41 -0.15 0.57 0.10
H -5.82918 0.07784 -1.71155 -0.10 0.30 0.28 0.09
C -1.70213 -2.59768 -0.94671 0.30 -1.05 0.87 -0.05
C -1.28789 -3.90754 -1.60249 0.62 0.72 -0.72 -0.28
O -0.00289 -4.32881 -1.18645 -0.25 1.46 1.85 -0.08
H -2.73869 -2.52595 -1.17979 -0.90 0.62 -0.30 0.07
H -1.16211 -1.73254 -1.28392 0.16 0.28 -0.29 0.04
H -1.65562 -2.61753 0.15894 0.22 -0.27 -0.47 0.08
H -1.21440 -3.77223 -2.69556 -0.51 0.07 0.23 0.11
H -2.00198 -4.67978 -1.39675 -0.56 -0.46 0.18 0.11
H 0.30685 -5.02507 -1.70716 0.58 -1.71 -1.35 0.07
C -2.61970 -1.20943 3.46053 -1.24 -0.47 -0.41 -0.09
C -3.01274 -1.93798 4.71389 0.87 0.46 1.79 -0.33
O -2.03497 -2.91864 5.06769 -0.07 -0.50 -0.08 -0.09
H -2.64995 -1.95168 2.64378 0.47 0.42 0.03 0.07
H -1.64164 -0.74892 3.60669 -0.13 -0.04 -0.36 0.06
H -3.41987 -0.49009 3.21600 0.54 0.09 0.05 0.08
H -4.04469 -2.30824 4.78516 0.23 -0.18 -0.51 0.11
H -2.88798 -1.27769 5.58820 -0.44 0.21 -0.38 0.11
H -1.93930 -3.57858 4.37441 -0.12 0.04 -0.12 0.08
O 2.95899 -0.81850 -1.32213 0.42 -0.29 0.45 -0.08
H 2.69815 -1.74995 -1.11808 0.18 0.29 0.02 0.02
H 3.55876 -0.56726 -0.58259 -0.71 -0.02 -0.57 0.05
O 2.76985 2.39467 -2.94248 0.26 -0.39 -1.17 -0.08
H 3.63314 2.04876 -3.25148 -0.70 0.22 0.43 0.07
H 2.19307 2.27014 -3.74832 0.45 0.09 0.78 0.03
O 2.10087 -1.38258 2.16654 1.11 0.41 -0.54 -0.08
H 2.90073 -0.77158 2.17285 -1.34 -0.81 -0.06 0.03
H 1.70491 -1.33829 3.03228 -0.19 0.03 0.67 0.00
O 1.72514 4.96877 -1.08049 1.33 0.17 -0.52 -0.06
H 2.62222 4.56370 -1.15440 -1.06 0.35 0.05 0.07
H 1.22972 4.31546 -0.59321 -0.15 -0.56 0.38 0.01
O 6.26791 1.71820 0.57486 -0.13 0.74 0.28 -0.05
H 6.64940 0.97972 0.10415 0.26 -0.10 -0.24 0.04
H 6.76727 2.52080 0.34707 -0.18 -0.64 0.03 0.06
O 2.27108 -3.24319 -0.19436 0.58 0.72 0.42 -0.07
H 1.45881 -3.74333 -0.30610 -0.45 0.07 -0.14 0.00
H 2.11151 -2.62233 0.54620 0.02 -0.44 0.08 0.02
O 0.86204 1.50929 -4.93544 -0.42 2.33 -0.44 -0.07
H 0.92306 0.77677 -4.33810 -0.11 -1.16 0.92 -0.03
H 0.33351 2.19928 -4.45902 0.51 -0.81 -0.49 0.04
O 3.64319 0.47901 1.29720 0.39 -0.08 0.00 -0.05
H 2.92944 0.99095 0.90053 -0.47 0.32 -0.33 0.03
H 4.35452 1.10156 1.45538 0.41 0.20 -0.10 0.04
O -1.76728 0.19684 -2.82997 0.71 0.13 0.17 -0.07
H -1.79209 1.15493 -2.87310 -0.34 0.30 -0.05 0.02
H -0.79334 0.05983 -2.75917 -0.49 -0.34 -0.20 0.00
O 0.02779 3.87606 -3.00787 1.13 1.18 0.01 -0.09
H 0.80558 4.42497 -2.64995 -1.22 -1.12 -0.23 0.05
H -0.39177 4.49812 -3.61970 -0.07 -0.23 0.14 0.05
```
Forces are in eV/Å.

Summary:
Highest occupied orbital energy, hartree: -0.373
LUMO energy, eV: 0.193
Total charge: 0


Q: What is the total charge in the third record?
A: -1